Entry 1:
{
  "formula": "C13H12N2O",
  "method": "the ωB97M-V functional and the def2-TZVPD basis",
  "e_tot_ev": -18703.9279,
  "lumo_energy_ha": 0.0214,
  "smiles": "Cc1cccc(NC(=O)c2cccnc2)c1",
  "gap_ha": 0.34093,
  "relative_energy_kj_mol": 0.0,
  "elements": ["C", "C", "C", "C", "C", "C", "N", "C", "O", "C", "C", "C", "C", "N", "C", "C", "H", "H", "H", "H", "H", "H", "H", "H", "H", "H", "H", "H"],
  "positions_angstrom": [[4.654, 0.196, -0.891], [3.325, 0.249, -0.202], [3.004, 1.325, 0.619], [1.781, 1.375, 1.261], [0.852, 0.365, 1.089], [1.147, -0.700, 0.245], [0.246, -1.753, 0.037], [-1.116, -1.740, 0.000], [-1.748, -2.778, -0.013], [-1.782, -0.411, -0.099], [-2.924, -0.146, 0.650], [-3.561, 1.072, 0.489], [-3.037, 1.970, -0.429], [-1.976, 1.711, -1.175], [-1.368, 0.552, -1.020], [2.390, -0.757, -0.380], [4.701, 0.955, -1.671], [4.820, -0.776, -1.348], [5.459, 0.394, -0.185], [3.722, 2.118, 0.763], [1.548, 2.204, 1.913], [-0.089, 0.397, 1.615], [0.654, -2.672, -0.085], [-3.289, -0.888, 1.345], [-4.444, 1.317, 1.059], [-3.490, 2.941, -0.586], [-0.517, 0.379, -1.665], [2.620, -1.599, -1.017]]
}


Entry 2:
{
  "formula": "C13H12N2O2",
  "method": "the ωB97M-V functional and the def2-TZVPD basis",
  "e_tot_ev": -20748.8767,
  "lumo_energy_ha": 0.0091,
  "smiles": "O=C1CCCc2c1nc(-c1ccccc1)n2O",
  "gap_ha": 0.32059,
  "relative_energy_kj_mol": 210.9,
  "elements": ["O", "C", "C", "C", "C", "C", "C", "N", "C", "C", "C", "C", "C", "C", "C", "N", "O", "H", "H", "H", "H", "H", "H", "H", "H", "H", "H", "H", "H"],
  "positions_angstrom": [[-0.660, 1.263, 3.775], [0.116, 0.519, 3.179], [1.283, -0.141, 3.963], [2.544, -0.054, 3.109], [2.375, -0.711, 1.718], [1.118, -0.295, 1.041], [0.058, 0.273, 1.672], [-0.890, 0.585, 0.656], [-0.434, 0.172, -0.519], [-1.288, 0.276, -1.766], [-0.781, -0.112, -3.035], [-1.563, -0.061, -4.201], [-2.864, 0.427, -4.118], [-3.397, 0.899, -2.908], [-2.615, 0.760, -1.749], [0.841, -0.397, -0.316], [1.735, -1.020, -1.256], [1.446, 0.343, 4.955], [0.987, -1.178, 4.185], [2.836, 0.970, 2.983], [3.351, -0.508, 3.645], [3.241, -0.507, 1.066], [2.302, -1.799, 1.857], [0.268, -0.465, -3.118], [-1.152, -0.335, -5.146], [-3.472, 0.537, -5.010], [-4.381, 1.373, -2.886], [-2.998, 1.105, -0.790], [1.990, -1.918, -0.985]]
}


Entry 3:
{
  "formula": "C13H12N2O3SeSn",
  "method": "the ωB97M-V functional and the def2-TZVPD basis",
  "e_tot_ev": -93976.6940,
  "lumo_energy_ha": -0.0201,
  "gap_ha": 0.28972,
  "relative_energy_kj_mol": 0.0,
  "elements": ["Sn", "Se", "C", "N", "C", "C", "C", "O", "C", "H", "H", "H", "H", "H", "H", "H", "H", "O", "C", "N", "C", "O", "C", "C", "C", "C", "C", "C", "H", "H", "H", "H"],
  "positions_angstrom": [[-1.153, -1.014, 1.639], [-2.919, -3.034, 0.941], [-2.815, -3.663, -0.781], [-2.781, -4.048, -1.868], [-3.995, 2.124, -0.284], [-2.838, 3.053, 0.084], [-1.662, 2.099, 0.079], [-2.205, 0.871, 0.629], [-3.650, 0.841, 0.458], [-4.011, 1.950, -1.361], [-4.968, 2.512, 0.012], [-2.984, 3.476, 1.079], [-2.703, 3.869, -0.624], [-0.825, 2.401, 0.706], [-1.287, 1.900, -0.923], [-4.098, 0.803, 1.452], [-3.914, -0.067, -0.082], [0.957, -2.319, 1.815], [1.416, -1.552, 0.966], [0.603, -0.620, 0.377], [1.366, 0.180, -0.481], [0.982, 1.121, -1.126], [2.771, -0.359, -0.439], [3.903, 0.054, -1.105], [5.079, -0.649, -0.849], [5.106, -1.717, 0.044], [3.955, -2.124, 0.715], [2.799, -1.422, 0.448], [3.874, 0.887, -1.794], [5.993, -0.362, -1.352], [6.038, -2.238, 0.215], [3.963, -2.951, 1.412]]
}


Entry 4:
{
  "formula": "C13H12N2O4S2",
  "method": "the ωB97M-V functional and the def2-TZVPD basis",
  "e_tot_ev": -46507.7775,
  "lumo_energy_ha": 0.0136,
  "smiles": "NC(=O)c1ccsc1NC(=O)COC(=O)Cc1ccsc1",
  "gap_ha": 0.29057,
  "relative_energy_kj_mol": 952.6,
  "elements": ["N", "C", "O", "C", "C", "C", "S", "C", "N", "C", "O", "C", "O", "C", "O", "C", "C", "C", "C", "S", "C", "H", "H", "H", "H", "H", "H", "H", "H", "H", "H", "H", "H"],
  "positions_angstrom": [[0.229, 3.331, 0.241], [-0.053, 2.052, 0.399], [0.739, 1.338, 0.859], [-1.532, 1.676, 0.046], [-2.718, 2.512, -0.277], [-3.750, 2.031, -0.643], [-3.642, -0.010, -0.286], [-1.988, 0.220, 0.023], [-1.280, -0.732, 0.633], [-1.759, -2.049, 0.711], [-2.838, -2.182, 0.148], [-0.690, -2.948, 0.839], [0.599, -2.541, 0.503], [0.972, -2.536, -0.798], [0.113, -2.198, -1.485], [2.416, -2.144, -1.051], [2.751, -0.796, -0.309], [3.208, -0.449, 1.014], [3.668, 0.910, 1.027], [3.326, 1.681, -0.256], [2.869, 0.192, -1.155], [-0.451, 3.962, -0.436], [1.174, 3.612, 0.336], [-2.513, 3.571, -0.463], [-4.710, 2.375, -1.007], [-0.185, -0.329, 0.819], [-0.609, -3.156, 2.009], [-0.982, -3.712, 0.463], [2.926, -2.837, -0.205], [2.609, -2.044, -2.236], [3.237, -1.253, 1.572], [3.784, 1.376, 2.144], [2.557, 0.562, -2.184]]
}


Entry 5:
{
  "formula": "C13H12N5ReS2Se",
  "method": "the ωB97M-V functional and the def2-TZVPD basis",
  "multiplicity": 2,
  "e_tot_ev": -110262.9201,
  "lumo_energy_ha": [-0.2323, -0.2282],
  "total_charge": 1,
  "s2": 0.777,
  "gap_ha": [0.18837, 0.21104],
  "relative_energy_kj_mol": 84.7,
  "elements": ["Re", "S", "C", "S", "C", "C", "N", "C", "N", "C", "C", "C", "C", "H", "H", "H", "H", "H", "H", "H", "H", "H", "Se", "N", "C", "C", "C", "C", "N", "C", "N", "H", "H", "H"],
  "positions_angstrom": [[-0.655, -0.099, -0.194], [-0.509, -2.416, -0.561], [1.066, -2.134, -1.286], [1.553, -0.487, -0.949], [1.753, -3.041, -2.041], [1.242, -4.338, -2.271], [0.831, -5.389, -2.468], [2.982, -2.723, -2.663], [3.960, -2.463, -3.200], [-2.640, -0.659, 2.362], [-1.189, -1.015, 2.699], [-0.923, -0.859, 4.201], [-0.213, -0.146, 1.926], [-3.321, -1.260, 2.957], [-2.853, -0.870, 1.308], [-2.840, 0.392, 2.570], [-1.014, -2.064, 2.433], [-1.086, 0.167, 4.520], [0.099, -1.139, 4.439], [-1.592, -1.506, 4.761], [0.811, -0.482, 2.117], [-0.309, 0.900, 2.251], [-4.548, 0.959, -1.311], [-4.256, 2.608, -1.732], [-2.998, 2.955, -1.482], [-2.339, 4.182, -1.684], [-1.004, 4.237, -1.357], [-0.326, 3.123, -0.835], [-0.920, 1.959, -0.616], [-2.229, 1.883, -0.941], [-2.876, 0.729, -0.774], [-2.873, 5.028, -2.083], [-0.450, 5.150, -1.499], [0.724, 3.181, -0.583]]
}


Entry 6:
{
  "formula": "C13H13BCl3NO",
  "method": "the ωB97M-V functional and the def2-TZVPD basis",
  "e_tot_ev": -55476.4236,
  "lumo_energy_ha": -0.0786,
  "gap_ha": 0.26497,
  "relative_energy_kj_mol": 21.6,
  "elements": ["Cl", "B", "Cl", "Cl", "O", "C", "C", "C", "C", "C", "C", "C", "H", "H", "H", "H", "H", "H", "C", "C", "C", "C", "N", "C", "C", "H", "H", "H", "H", "H", "H", "H"],
  "positions_angstrom": [[3.043, -1.605, 2.507], [1.982, -0.077, 2.514], [2.353, 0.914, 4.026], [2.347, 0.920, 1.004], [0.567, -0.450, 2.518], [-0.344, 0.529, 2.498], [-1.717, 0.246, 2.501], [-2.719, 1.242, 2.504], [-4.046, 0.890, 2.513], [-4.418, -0.446, 2.518], [-3.450, -1.440, 2.514], [-2.123, -1.103, 2.506], [0.017, 1.546, 2.482], [-2.436, 2.279, 2.503], [-4.807, 1.651, 2.518], [-5.460, -0.717, 2.524], [-3.737, -2.477, 2.517], [-1.355, -1.857, 2.502], [0.048, 1.169, -5.311], [-0.039, 1.001, -3.830], [-0.325, 2.067, -2.999], [-0.404, 1.864, -1.640], [-0.229, 0.701, -1.039], [0.057, -0.309, -1.842], [0.158, -0.219, -3.212], [0.279, 0.227, -5.811], [-0.895, 1.534, -5.720], [0.827, 1.884, -5.581], [-0.482, 3.047, -3.418], [-0.619, 2.703, -0.996], [0.224, -1.263, -1.365], [0.392, -1.091, -3.802]]
}